No. 1
Formula: C20H27N3O5S
Source: the OMol25 dataset
Level of theory: the ωB97M-V functional and the def2-TZVPD basis

## Properties
- energy above the lowest of the compared OMol25 structures with the same formula, charge and spin (kJ/mol) = 365.8
- structure (SMILES) = C=CCn1cc(C(=O)NCCOC)c(=O)c2cc(S(=O)(=O)N(CC)CC)ccc21
- LUMO (eV) = -0.2
- net charge = 0
- HOMO level (Eh) = -0.327

Structure (XYZ):
```
56
C20H27N3O5S, DFT the ωB97M-V functional and the def2-TZVPD basis
C -4.97941 -0.80197 -0.70158
C -4.75983 -0.16803 -1.83663
C -3.53335 0.64160 -2.16361
N -2.48849 0.54958 -1.16549
C -2.30416 1.57223 -0.31100
C -1.36332 1.61598 0.67139
C -1.32503 2.87156 1.48658
O -2.06456 3.81038 1.23281
N -0.44623 2.85724 2.50187
C -0.22029 4.00450 3.33996
C 1.08530 4.72371 2.95027
O 1.46885 5.72899 3.85341
C 0.66436 6.88362 3.82065
C -0.45836 0.50215 0.85873
O 0.45545 0.46298 1.68178
C -0.71431 -0.62714 -0.05080
C 0.06649 -1.77875 0.08824
C -0.12342 -2.85181 -0.74349
S 0.91663 -4.31320 -0.59680
O 1.02039 -4.64937 0.79046
O 0.40878 -5.29234 -1.51356
N 2.41791 -3.86082 -1.12367
C 3.25419 -3.12445 -0.20283
C 4.72369 -3.51429 -0.32593
C 2.57192 -3.67290 -2.54604
C 2.34445 -2.24163 -3.03335
C -1.11095 -2.81834 -1.72026
C -1.90689 -1.70553 -1.86441
C -1.71803 -0.58507 -1.03933
H -5.88837 -1.35160 -0.53405
H -4.26923 -0.80467 0.10861
H -5.49468 -0.17852 -2.62981
H -3.82485 1.69318 -2.25145
H -3.13533 0.33671 -3.13785
H -2.95205 2.43234 -0.42191
H 0.17194 2.05230 2.57786
H -0.15636 3.68949 4.38556
H -1.07623 4.67115 3.20901
H 0.98012 5.13426 1.93447
H 1.90744 4.00203 2.95671
H 1.17009 7.62387 4.43801
H -0.33520 6.69942 4.22747
H 0.56591 7.26708 2.79827
H 0.80771 -1.80231 0.87140
H 2.89066 -3.39247 0.78986
H 3.14092 -2.04019 -0.33999
H 5.14172 -3.18196 -1.27288
H 4.82668 -4.59332 -0.25504
H 5.28801 -3.05309 0.48002
H 1.84615 -4.34670 -3.00369
H 3.57389 -4.00410 -2.83457
H 2.40911 -2.21711 -4.11801
H 3.09845 -1.56907 -2.63179
H 1.36233 -1.88204 -2.73468
H -1.24132 -3.68804 -2.34440
H -2.68929 -1.71554 -2.60449
```


No. 2
Formula: C52H120N8O8
Source: the OMol25 dataset
Level of theory: the ωB97M-V functional and the def2-TZVPD basis

## Properties
- energy above the lowest of the compared OMol25 structures with the same formula, charge and spin (kJ/mol) = 42.0
- structure (SMILES) = CC1(C)CCCC(C)(C)N1O.CC1(C)CCCC(C)(C)N1O.CC1(C)CCCC(C)(C)N1O.CC1(C)CCCC(C)(C)N1O.COC[C@H](C)N.COC[C@H](C)N.COC[C@H](C)N.COC[C@H](C)N
- LUMO (eV) = 0.7
- net charge = 0
- HOMO level (Eh) = -0.300

Structure (XYZ):
```
188
C52H120N8O8, DFT the ωB97M-V functional and the def2-TZVPD basis
C 1.46775 -24.69753 2.69986
C 0.96380 -23.49008 3.62947
C 1.01534 -23.96253 5.05048
C 1.90572 -22.30654 3.40632
C 1.23485 -20.98838 3.74438
C -0.11702 -20.75881 3.13215
C -1.11951 -21.92718 3.28670
C -1.80720 -21.84871 4.68354
C -2.08615 -21.67882 2.15726
N -0.42244 -23.20303 3.03237
O -1.34818 -24.30615 3.29957
H 2.55788 -24.76607 2.84100
H 1.04582 -25.60892 3.12214
H 1.11171 -24.51332 1.67934
H 2.03978 -24.27039 5.32244
H 0.81484 -23.20002 5.75407
H 0.32247 -24.78802 5.26669
H 2.76355 -22.49894 3.99487
H 2.16246 -22.39437 2.35088
H 1.07015 -20.90846 4.79607
H 1.82580 -20.11182 3.44801
H -0.12659 -20.46297 2.04960
H -0.58279 -19.86077 3.59517
H -2.32896 -22.84092 4.94683
H -2.48023 -21.00482 4.72526
H -1.08717 -21.60450 5.44171
H -2.95669 -22.31158 2.08538
H -1.59566 -21.84036 1.21243
H -2.45089 -20.68186 2.13794
H -1.26770 -24.78601 2.48407
C -7.51566 -20.19113 8.85459
C -6.27960 -20.81208 9.36837
C -5.18240 -20.65370 8.32197
C -5.93735 -19.93240 10.57141
C -6.86909 -20.18457 11.75944
C -6.86815 -21.69563 12.06170
C -7.19355 -22.64460 10.94264
C -6.99728 -24.10542 11.26201
C -8.70080 -22.49901 10.65730
N -6.38336 -22.22319 9.79096
O -6.66824 -22.99970 8.69470
H -7.25977 -19.20485 8.37777
H -8.03965 -20.69362 8.02965
H -8.21203 -19.87749 9.65628
H -4.24365 -21.14926 8.69971
H -5.47341 -21.14705 7.42176
H -5.01873 -19.61166 8.02971
H -4.91117 -20.21820 10.86200
H -5.89305 -18.87100 10.25352
H -6.38402 -19.72720 12.60823
H -7.86076 -19.68195 11.63830
H -7.59604 -21.93911 12.85364
H -5.93550 -22.05033 12.47326
H -5.90684 -24.30859 11.24452
H -7.42560 -24.69908 10.46372
H -7.52630 -24.35428 12.24903
H -9.12973 -21.51701 10.34236
H -9.36527 -22.87731 11.44585
H -8.91456 -23.14610 9.80492
H -7.55671 -22.72341 8.30262
C -2.33644 -24.52184 -0.67902
C -2.60421 -26.01274 -0.45140
C -3.70456 -26.17602 0.65117
C -3.31078 -26.56813 -1.71054
C -2.29320 -26.80086 -2.84054
C -1.17077 -27.69626 -2.37104
C -0.46655 -27.08749 -1.21584
C 0.46215 -28.14247 -0.59391
C 0.31886 -25.87802 -1.69614
N -1.48636 -26.84320 -0.16776
O -0.80963 -26.14540 0.96360
H -1.71836 -24.23614 0.14831
H -1.75859 -24.33735 -1.60657
H -3.32556 -24.07171 -0.82021
H -4.64811 -25.70496 0.42484
H -3.93612 -27.27450 0.73233
H -3.32836 -25.83674 1.63554
H -3.87669 -27.48521 -1.46739
H -4.07318 -25.82798 -1.97162
H -2.82249 -27.34129 -3.63109
H -1.97126 -25.89827 -3.36011
H -0.46420 -27.95153 -3.19732
H -1.60184 -28.67206 -2.16911
H 1.13133 -27.65804 0.09664
H 1.01683 -28.68506 -1.37833
H -0.08437 -28.88764 -0.01152
H 0.26173 -25.13052 -0.90532
H 0.03502 -25.41019 -2.61569
H 1.35256 -26.26116 -1.74417
H -0.89493 -26.90269 1.58736
C -3.94274 -32.19639 9.33291
C -3.07508 -30.93959 9.47549
C -1.70955 -31.35394 10.01119
C -2.91630 -30.28070 8.12172
C -4.19788 -29.57821 7.68854
C -4.63123 -28.59991 8.73483
C -4.90085 -29.27230 10.09056
C -5.07161 -28.21761 11.20141
C -6.20537 -30.03238 10.01582
N -3.66055 -30.00010 10.41486
O -3.90143 -30.75446 11.64817
H -4.28731 -32.53442 10.27363
H -4.83275 -31.96581 8.73271
H -3.52752 -33.01302 8.75301
H -1.10418 -31.75097 9.17593
H -1.25871 -30.49261 10.43214
H -1.83684 -32.09159 10.74964
H -2.17447 -29.51626 8.23176
H -2.52521 -31.02118 7.43153
H -4.06291 -29.08543 6.75310
H -5.01842 -30.25918 7.54233
H -5.59850 -28.12217 8.45739
H -3.91487 -27.78828 8.88636
H -5.71649 -27.38068 10.84039
H -4.11135 -27.91896 11.56950
H -5.62635 -28.61926 12.08240
H -6.43557 -30.68285 10.88746
H -6.29813 -30.60192 9.10890
H -7.00928 -29.29464 10.11867
H -3.93362 -29.96254 12.23712
C -8.75417 -30.30970 6.28704
O -8.30893 -29.23540 5.54623
C -7.96810 -28.06453 6.36667
C -9.14497 -27.07795 6.55350
C -9.73905 -26.72848 5.16344
N -8.58169 -25.91696 7.23124
H -9.41372 -29.93121 7.12757
H -7.87572 -30.82818 6.74466
H -9.30597 -31.06813 5.69755
H -7.71574 -28.42825 7.40083
H -7.19091 -27.52102 5.90005
H -9.99049 -27.44454 7.12863
H -9.88041 -27.60261 4.54607
H -9.01472 -26.04144 4.61574
H -10.73256 -26.23371 5.35211
H -8.47757 -26.20769 8.21278
H -7.62461 -25.68103 6.99248
C -0.26019 -27.14074 6.79070
O -1.29726 -27.70714 5.98818
C -1.02814 -27.61630 4.62327
C -1.66374 -28.79707 3.88685
C -0.76695 -30.04390 4.07601
N -1.68458 -28.49024 2.47208
H -0.08193 -26.11541 6.45521
H 0.68219 -27.71679 6.76577
H -0.60923 -27.10965 7.84474
H -1.39677 -26.69976 4.16299
H 0.03036 -27.76026 4.46929
H -2.63714 -29.02345 4.41122
H 0.21838 -29.93200 3.66416
H -1.25461 -30.87344 3.58007
H -0.65695 -30.14103 5.16383
H -2.51892 -28.03082 2.16382
H -1.46826 -29.29906 1.91072
C -5.87566 -26.39038 3.84441
O -5.78319 -25.74393 5.12654
C -4.37826 -25.70156 5.52405
C -4.30148 -24.83076 6.77672
C -2.87982 -24.81993 7.30328
N -5.17391 -25.49640 7.72497
H -5.13173 -26.00512 3.05076
H -6.92090 -26.40649 3.50985
H -5.69212 -27.50298 3.93209
H -4.02252 -26.70467 5.67003
H -3.78815 -25.29168 4.67947
H -4.60583 -23.80232 6.63694
H -2.84781 -24.10274 8.14777
H -2.11618 -24.51993 6.54788
H -2.63228 -25.76375 7.76885
H -5.84926 -24.73349 8.07089
H -4.64377 -25.81496 8.52582
C -6.71504 -22.11365 3.20262
O -7.91921 -22.20570 3.93448
C -7.85175 -22.47160 5.31563
C -9.26230 -22.44438 5.87684
C -9.82709 -21.07933 5.70032
N -9.14570 -22.89419 7.21850
H -6.36864 -21.15781 3.45674
H -6.90552 -22.22783 2.10957
H -6.02993 -22.87245 3.49213
H -7.44802 -23.54446 5.47706
H -7.18022 -21.79016 5.83369
H -9.83840 -23.17083 5.25810
H -10.88844 -21.11966 5.83745
H -9.70792 -20.66525 4.68162
H -9.47009 -20.35017 6.44423
H -9.00315 -23.87967 7.34943
H -9.95212 -22.67506 7.79206
```


No. 3
Formula: C59H52FGeIrP3
Source: the OMol25 dataset
Level of theory: the ωB97M-V functional and the def2-TZVPD basis

## Properties
- spin multiplicity = 5
- expectation value of S² = 6.016
- LUMO (spin up / spin down) (eV) = -1.9 / -4.4
- net charge = +1
- HOMO level (spin up / spin down) (Eh) = -0.333 / -0.416

Structure (XYZ):
```
117
C59H52FGeIrP3, DFT the ωB97M-V functional and the def2-TZVPD basis
Ir -0.09574 -0.07349 0.01009
F 2.64363 1.55453 3.10591
Ge 1.60860 1.44684 1.63356
C 3.25260 0.78750 0.66493
C 4.41389 1.45092 1.08249
C 5.64114 1.13232 0.52542
C 5.73718 0.13449 -0.44180
C 4.59763 -0.51887 -0.86434
C 3.34671 -0.17622 -0.33228
P 1.88444 -1.09062 -0.87314
C 2.29075 -2.79882 -0.38084
C 2.60154 -3.82144 -1.27303
C 3.00322 -5.06193 -0.78871
C 3.09540 -5.28654 0.57676
C 2.79725 -4.26285 1.46887
C 2.40086 -3.02708 0.98642
C 1.91173 -1.12463 -2.68520
C 2.71144 -0.26214 -3.43437
C 2.71914 -0.34834 -4.82020
C 1.91229 -1.27315 -5.46807
C 1.07222 -2.09866 -4.73010
C 1.06798 -2.02171 -3.34512
C 1.50801 3.29119 1.02627
C 2.18972 4.35120 1.62567
C 1.93716 5.65585 1.23234
C 0.98220 5.91847 0.25353
C 0.29635 4.87510 -0.34587
C 0.58083 3.55768 0.02407
P -0.30221 2.17026 -0.76626
C -2.02478 2.73418 -0.67078
C -2.68477 2.58406 0.54871
C -3.97161 3.07887 0.70608
C -4.60001 3.72755 -0.35195
C -3.94290 3.87420 -1.56692
C -2.65449 3.37841 -1.72884
C 0.16532 2.21883 -2.52058
C -0.21663 1.14584 -3.32826
C -0.00763 1.18402 -4.69740
C 0.63940 2.27172 -5.26691
C 1.08849 3.30955 -4.46136
C 0.84948 3.29078 -3.09310
C 0.06039 1.53613 2.95969
C 0.09822 2.65364 3.79729
C -0.76345 2.74244 4.87926
C -1.63964 1.69834 5.16964
C -1.67723 0.58571 4.35131
C -0.85502 0.52617 3.21945
P -0.78442 -0.93416 2.16431
C 0.17889 -2.03310 3.29722
C -0.24251 -3.27580 3.76498
C 0.51512 -3.96814 4.70750
C 1.69250 -3.42907 5.19675
C 2.11364 -2.18226 4.74823
C 1.36296 -1.49084 3.81275
C -2.45053 -1.63252 2.03381
C -2.61105 -2.94145 1.57279
C -3.87190 -3.51295 1.50199
C -4.99173 -2.76686 1.84255
C -4.84775 -1.43886 2.22374
C -3.58394 -0.87068 2.31607
H 4.35770 2.20151 1.85901
H 6.53237 1.65085 0.86099
H 6.70060 -0.13443 -0.85852
H 4.67315 -1.30481 -1.60816
H 2.54407 -3.66218 -2.34120
H 3.25092 -5.85262 -1.48672
H 3.40915 -6.25565 0.94668
H 2.87844 -4.41979 2.53809
H 2.20240 -2.22233 1.67492
H 3.33319 0.47363 -2.94168
H 3.35550 0.31573 -5.39358
H 1.92914 -1.34512 -6.54948
H 0.42452 -2.80817 -5.23288
H 0.41118 -2.66729 -2.77221
H 2.90807 4.15023 2.41624
H 2.46470 6.47616 1.70483
H 0.76753 6.93882 -0.03845
H -0.46491 5.09052 -1.08578
H -2.18813 2.08712 1.37596
H -4.48647 2.95912 1.65258
H -5.60182 4.12382 -0.22723
H -4.43514 4.37215 -2.39399
H -2.15152 3.47028 -2.68750
H -0.67221 0.27583 -2.87765
H -0.33759 0.35670 -5.31449
H 0.81031 2.30397 -6.33698
H 1.62179 4.14525 -4.89741
H 1.20035 4.11179 -2.48423
H 0.80905 3.44972 3.61365
H -0.73365 3.61803 5.51771
H -2.28220 1.75046 6.04124
H -2.33448 -0.24069 4.59400
H -1.17066 -3.71019 3.43647
H 0.16614 -4.92964 5.06609
H 2.27470 -3.96907 5.93489
H 3.02106 -1.73519 5.13803
H 1.70512 -0.50631 3.51322
H -1.74728 -3.51637 1.25483
H -3.98133 -4.53654 1.16234
H -5.97799 -3.21254 1.78678
H -5.72175 -0.84152 2.45630
H -3.48744 0.16584 2.61582
C -2.40261 -1.88016 -3.28948
C -2.68142 -1.32726 -1.87588
C -3.39191 0.02195 -1.98112
C -3.67351 -2.29274 -1.20106
C -1.38419 -1.33321 -1.07944
H -3.32410 -1.87588 -3.88139
H -2.03859 -2.91087 -3.23830
H -1.65702 -1.28203 -3.81768
H -2.85462 0.74761 -2.59013
H -3.55485 0.44974 -0.99023
H -4.37090 -0.12611 -2.44409
H -4.59416 -2.34720 -1.79173
H -3.92875 -1.94757 -0.19776
H -3.25417 -3.30201 -1.12885
H -1.01423 -2.35496 -0.92038
```